No. 1
{"formula": "C31H49N7O4P2S", "method": "wB97M-V/def2-TZVPD", "species": ["O", "C", "C", "C", "C", "O", "C", "C", "C", "C", "C", "C", "C", "C", "C", "C", "C", "C", "N", "C", "S", "C", "C", "H", "H", "H", "H", "H", "H", "H", "H", "H", "H", "H", "H", "H", "O", "P", "N", "C", "C", "N", "C", "C", "N", "C", "C", "H", "H", "H", "H", "H", "H", "H", "H", "H", "H", "H", "H", "H", "H", "H", "H", "H", "H", "O", "P", "N", "C", "C", "N", "C", "C", "N", "C", "C", "H", "H", "H", "H", "H", "H", "H", "H", "H", "H", "H", "H", "H", "H", "H", "H", "H", "H"], "xyz": [[-2.868650, -3.373889, 3.375738], [-3.983135, -3.471486, 2.642023], [-4.830987, -4.904805, 2.488112], [-5.641840, -5.241740, 1.261050], [-5.647656, -4.142333, 0.042908], [-5.662449, -4.445320, -1.273497], [-5.579280, -2.547454, 0.474276], [-6.311697, -1.312666, -0.318060], [-7.236665, -1.655393, -1.627969], [-8.493026, -2.637799, -1.247451], [-9.399408, -2.145501, 0.027173], [-9.675797, -0.597786, 0.492305], [-10.662032, -0.285267, 1.803875], [-11.413017, -1.471391, 2.685259], [-11.102295, -3.044426, 2.233740], [-10.131396, -3.334421, 0.941776], [-6.156907, 0.263576, 0.148129], [-5.231360, 0.614499, 1.468871], [-5.074865, 2.097499, 1.847093], [-4.401897, 2.656191, 0.753550], [-3.998520, 3.583350, -0.654072], [-4.520170, -0.618389, 2.301752], [-4.676907, -2.181825, 1.834047], [-4.879568, -5.717937, 3.357124], [-6.257196, -6.226233, 1.113110], [-7.701811, -0.641434, -2.035243], [-6.558964, -2.144709, -2.477049], [-9.210945, -2.654555, -2.197918], [-8.191640, -3.761328, -1.040656], [-9.185115, 0.286885, -0.099514], [-10.855088, 0.829900, 2.137294], [-12.121344, -1.275154, 3.605082], [-11.593782, -3.943669, 2.805104], [-9.935813, -4.461886, 0.647248], [-6.705763, 1.110198, -0.464909], [-3.865052, -0.380659, 3.269297], [0.672624, 3.462983, -3.274330], [0.918534, 3.502642, -1.746097], [2.610941, 3.323799, -1.937186], [3.173802, 2.218635, -2.703956], [3.246459, 4.566158, -2.401787], [0.129390, 2.034345, -1.411604], [0.760431, 0.786053, -1.036870], [-1.076292, 1.746437, -2.191405], [1.201226, 3.548234, 0.010720], [0.505743, 4.693697, 0.602442], [2.483751, 3.367791, 0.685850], [4.273771, 2.263100, -2.701050], [2.841447, 2.206592, -3.746645], [2.939844, 1.255541, -2.251945], [2.893200, 5.416512, -1.807221], [3.020490, 4.772395, -3.452365], [4.333230, 4.523825, -2.272516], [1.099767, 0.222823, -1.908083], [0.055644, 0.147836, -0.485613], [1.608213, 0.922970, -0.365778], [-0.824212, 1.335685, -3.173712], [-1.672117, 2.653046, -2.335476], [-1.725234, 1.026950, -1.676306], [1.008323, 5.631934, 0.348992], [0.440382, 4.606632, 1.692448], [-0.522694, 4.748190, 0.227798], [3.155696, 4.219464, 0.527762], [2.995986, 2.452906, 0.375186], [2.332673, 3.261502, 1.766642], [7.416421, 1.045343, -1.275002], [7.867947, -0.246935, -0.551341], [6.258178, -0.807269, -0.385788], [5.230009, 0.016768, 0.238687], [5.719513, -1.316480, -1.656118], [8.445279, 0.535447, 0.843326], [7.825274, 0.526677, 2.151908], [9.120763, 1.819111, 0.641887], [8.387010, -1.732503, 0.280561], [9.463797, -2.380393, -0.472224], [7.513976, -2.758955, 0.843978], [4.267721, -0.517142, 0.268035], [5.070006, 0.968141, -0.278122], [5.458847, 0.221523, 1.283822], [6.442101, -1.991120, -2.129542], [5.501448, -0.508088, -2.360574], [4.807952, -1.900591, -1.490451], [7.046942, 1.286866, 2.239663], [8.571461, 0.726925, 2.933596], [7.391649, -0.439245, 2.410382], [8.398872, 2.634678, 0.537410], [9.747970, 1.792202, -0.254545], [9.787332, 2.057884, 1.480212], [9.079178, -2.849413, -1.382828], [9.977716, -3.137582, 0.129872], [10.219802, -1.642722, -0.764300], [7.005453, -3.339635, 0.065478], [6.762250, -2.344283, 1.521377], [8.096154, -3.460531, 1.453151]], "atomic_forces_ev_per_a": [[-7.10, -0.62, -4.51], [3.24, 0.59, 2.29], [-2.44, -0.86, -3.21], [2.53, 2.49, 2.37], [0.17, 0.03, -4.70], [-0.15, 1.43, 8.16], [0.64, 3.03, 1.85], [1.61, 0.35, 1.89], [0.14, 0.30, 0.56], [-1.06, 0.03, 0.01], [-2.46, 0.76, 3.55], [-1.74, -3.44, 1.98], [0.15, -3.44, -0.54], [3.11, -1.37, -3.79], [1.77, 3.40, -2.50], [-0.70, 3.10, 1.16], [2.15, -3.42, 2.37], [-0.96, -3.99, -1.88], [4.26, 0.16, -6.91], [-3.28, 0.28, 1.51], [-1.08, -3.22, 4.93], [-1.34, -0.88, -2.27], [-1.64, 2.16, -1.87], [0.57, 2.20, -1.93], [1.50, 2.07, 0.37], [1.14, -2.10, 0.88], [-1.57, 1.03, 1.98], [1.53, 0.02, 2.01], [-0.40, 2.49, -0.44], [-1.14, -1.89, 1.40], [0.53, -2.54, -0.89], [1.70, -0.22, -2.17], [1.12, 2.00, -1.27], [-0.43, 2.59, 0.64], [1.32, -1.94, 1.47], [-1.64, -0.54, -2.46], [-2.00, 3.14, 1.09], [3.18, -6.41, -1.96], [1.87, 0.23, -0.07], [0.02, -0.39, -0.18], [-0.18, 0.04, 0.53], [-1.99, -0.60, -0.42], [-0.01, 0.14, 1.04], [0.10, 0.20, -0.33], [-0.52, 2.69, 0.92], [-0.49, -0.19, 0.48], [0.67, 0.17, -0.28], [-0.25, 0.30, 0.08], [0.01, 0.00, -0.04], [-0.19, 0.07, -0.02], [-0.09, 0.04, -0.02], [-0.03, 0.01, -0.03], [-0.12, -0.17, 0.00], [0.01, -0.04, -0.21], [-0.01, 0.14, -0.14], [0.05, 0.18, -0.10], [-0.09, 0.00, -0.16], [0.23, -0.18, -0.11], [0.29, 0.05, 0.16], [-0.04, 0.13, 0.21], [0.11, -0.02, -0.12], [0.02, -0.03, -0.12], [0.15, -0.12, 0.10], [-0.18, 0.31, -0.24], [-0.47, 0.23, -0.07], [2.76, -1.34, -2.33], [-4.75, 2.95, 4.85], [-1.74, -0.93, -0.11], [-0.09, 0.30, 0.25], [0.42, -0.31, 0.21], [1.44, 1.51, 0.20], [0.48, -0.87, 0.37], [-0.14, 0.11, -0.34], [1.32, -1.67, -1.94], [0.62, -0.06, 0.36], [-0.69, -0.18, -0.24], [0.30, -0.08, -0.25], [-0.04, 0.05, -0.03], [0.17, 0.08, -0.10], [0.06, 0.05, -0.05], [0.01, 0.04, -0.03], [0.07, 0.12, 0.13], [-0.10, 0.18, -0.06], [-0.04, 0.05, -0.19], [-0.04, -0.02, -0.20], [0.02, 0.16, -0.08], [-0.26, 0.06, 0.11], [-0.20, -0.29, 0.04], [0.15, -0.20, -0.01], [-0.15, 0.05, -0.04], [-0.09, 0.08, -0.03], [-0.10, -0.09, 0.16], [0.12, 0.12, -0.40], [0.41, 0.17, -0.27]], "e_homo_ha": -0.29032, "spin_multiplicity": 1, "lumo_energy_ev": -1.95, "gap_ev": 5.95}

---

No. 2
{"formula": "C31H50BiO3P2", "method": "wB97M-V/def2-TZVPD", "species": ["Bi", "C", "C", "C", "C", "C", "C", "H", "H", "H", "C", "H", "H", "H", "C", "H", "H", "H", "C", "H", "H", "H", "C", "H", "H", "H", "C", "C", "C", "C", "C", "C", "C", "C", "H", "H", "H", "H", "H", "H", "H", "H", "H", "H", "H", "H", "P", "C", "H", "H", "H", "C", "H", "H", "H", "C", "H", "H", "H", "P", "C", "H", "H", "H", "C", "H", "H", "H", "C", "H", "H", "H", "O", "C", "C", "C", "C", "C", "C", "C", "O", "O", "H", "H", "H", "H", "H"], "xyz": [[0.342580, -0.182380, -1.360420], [-2.613622, 1.822265, 0.200613], [-2.974025, 0.930514, -0.846907], [-2.896520, -0.281527, 1.105968], [-2.572486, 1.066875, 1.407649], [-3.123500, -0.375373, -0.288031], [-2.359591, 3.267066, 0.047281], [-1.988417, 3.502345, -0.964384], [-1.611738, 3.606455, 0.783736], [-3.281837, 3.853832, 0.211618], [-2.206414, 1.567546, 2.730243], [-2.071049, 2.650465, 2.736017], [-1.278688, 1.108109, 3.079427], [-2.978544, 1.326405, 3.475130], [-2.991681, -1.402501, 2.061720], [-4.041807, -1.673778, 2.247586], [-2.534224, -1.119001, 3.018131], [-2.472323, -2.290692, 1.668639], [-3.458176, -1.607831, -1.046567], [-4.553006, -1.702027, -1.208580], [-3.126817, -2.503319, -0.491754], [-2.977816, -1.620356, -2.040108], [-3.161380, 1.309986, -2.263663], [-4.094191, 1.876930, -2.425769], [-3.206904, 0.430147, -2.919420], [-2.341483, 1.950062, -2.625673], [1.636233, 0.595106, -2.991907], [0.429161, 1.401140, -3.120879], [-0.203417, 1.586302, -4.475176], [-1.149771, 0.456300, -4.968764], [-1.153838, -0.788102, -4.115343], [-0.057843, -1.581083, -3.999285], [1.213562, -1.311216, -4.785529], [2.140807, -0.216816, -4.189808], [0.564447, 1.783339, -5.250185], [-0.864423, 0.217531, -6.012662], [-0.795803, 2.527231, -4.435786], [2.370154, 0.531102, -4.973092], [2.466383, 0.901201, -2.339797], [0.212143, 2.249666, -2.448684], [3.112621, -0.682257, -3.908412], [1.799416, -2.255616, -4.825901], [-0.126164, -2.583065, -3.560876], [0.990541, -1.032490, -5.839091], [-2.181495, 0.859570, -5.005587], [-2.125321, -1.126345, -3.746183], [2.016755, 2.200538, 0.375662], [1.554582, 3.044108, 1.945128], [2.342471, 3.754143, 2.235511], [1.436919, 2.289515, 2.739758], [0.603986, 3.578223, 1.800833], [3.804999, 1.852365, 0.671897], [4.283059, 2.742191, 1.105696], [4.281392, 1.592558, -0.283079], [3.863983, 1.007757, 1.370547], [2.095208, 3.627851, -0.772244], [2.378787, 3.273597, -1.775490], [2.828536, 4.370448, -0.417405], [1.094294, 4.092820, -0.818349], [1.299481, -2.785082, -0.457019], [-0.098678, -3.786212, -1.091072], [0.279669, -4.739036, -1.486737], [-0.633937, -3.241249, -1.886722], [-0.802403, -3.968723, -0.270656], [2.752247, -3.183309, -1.497378], [2.507457, -3.060888, -2.560827], [3.060339, -4.216996, -1.287402], [3.564080, -2.488350, -1.219294], [1.655025, -3.533289, 1.176031], [2.062334, -4.545206, 1.019445], [0.712234, -3.579313, 1.751287], [2.380545, -2.894494, 1.703306], [2.702139, 0.619565, 5.120485], [1.527388, 0.059009, 5.383729], [1.000202, 0.081870, 6.694821], [-0.107051, -0.695610, 6.983277], [-0.732874, -1.470484, 5.990585], [-0.268403, -1.411142, 4.678512], [0.834723, -0.627378, 4.350715], [1.330313, -0.455191, 2.922851], [2.579888, -0.224754, 2.784612], [0.460585, -0.536797, 2.005621], [2.939055, 0.335780, 4.150962], [1.514345, 0.682655, 7.438549], [-0.496968, -0.696285, 8.003585], [-1.586619, -2.098976, 6.237572], [-0.723834, -2.007955, 3.883166]], "atomic_forces_ev_per_a": [[-1.31, -0.75, 3.38], [-0.01, -1.27, 0.22], [0.51, 1.12, 0.95], [-0.65, -1.52, -2.89], [0.26, 1.78, -1.41], [0.40, -0.65, 2.15], [0.02, 0.78, 0.13], [-0.09, 0.05, 0.32], [-0.26, 0.05, -0.34], [0.40, -0.02, -0.11], [-0.07, 0.40, 0.74], [-0.03, -0.07, 0.00], [0.05, -0.16, 0.01], [0.15, 0.01, -0.10], [0.07, -0.19, 0.49], [0.24, -0.02, 0.00], [-0.12, -0.24, -0.23], [-0.16, 0.17, 0.23], [-0.44, -0.48, -0.08], [0.53, -0.08, -0.01], [-0.19, 0.28, -0.28], [-0.22, -0.10, 0.35], [-0.16, 0.05, -0.66], [0.25, -0.14, 0.12], [-0.10, 0.27, 0.23], [-0.23, -0.06, 0.12], [0.47, 0.48, -0.88], [1.53, 1.41, -1.25], [-0.67, 0.65, -0.18], [-0.61, 0.19, -0.13], [0.51, -0.62, -0.48], [-0.29, -0.01, -0.70], [0.36, -0.25, 0.01], [0.60, 0.26, 0.22], [-0.11, -0.24, 0.55], [-0.22, -0.14, 0.52], [0.35, -0.61, 0.00], [0.04, -0.37, 0.26], [-0.36, 0.44, -0.28], [0.49, -0.54, -0.01], [-0.66, 0.40, -0.14], [-0.44, 0.58, -0.09], [-0.17, 0.53, -0.04], [-0.11, -0.28, 0.67], [0.60, -0.29, -0.04], [0.47, 0.07, 0.11], [0.31, -0.12, 0.00], [-0.44, -0.51, 0.01], [-0.19, -0.21, -0.19], [0.03, 0.33, -0.27], [0.28, -0.17, 0.13], [-0.39, -0.25, -0.18], [-0.12, -0.23, -0.18], [0.02, 0.07, 0.26], [0.02, 0.22, -0.18], [-0.15, 0.06, -0.09], [-0.04, 0.27, 0.26], [-0.27, -0.23, -0.18], [0.42, -0.10, -0.07], [-0.03, -0.10, -0.06], [0.06, 0.01, -0.22], [-0.24, 0.15, 0.11], [0.15, -0.39, 0.43], [0.16, 0.00, -0.18], [-0.01, -0.01, 0.29], [0.10, -0.04, 0.26], [0.05, 0.26, -0.23], [-0.27, -0.36, -0.18], [-0.10, 0.43, 0.01], [-0.14, 0.32, 0.05], [0.53, 0.11, -0.21], [-0.27, -0.26, -0.06], [0.59, 0.39, -0.56], [-0.47, -0.77, -0.05], [0.23, -0.11, -0.73], [-0.27, 0.03, -0.07], [0.06, 0.08, -0.08], [-0.09, -0.04, 0.13], [0.43, 0.44, 0.13], [-0.62, -0.43, 0.24], [-0.73, -0.03, -0.71], [0.91, -0.09, -0.09], [-0.37, 0.24, 1.01], [-0.09, -0.17, -0.01], [0.09, -0.07, -0.31], [0.21, 0.13, 0.00], [0.02, 0.28, 0.30]], "e_homo_ha": [-0.34349, -0.34352], "total_charge": 1, "spin_multiplicity": 1, "lumo_energy_ev": [-5.37, -4.42], "gap_ev": [3.98, 4.93]}

---

| no. | total energy (eV) |
| --- | --- |
| 1 | -80946.2016 |
| 2 | -63508.3439 |